Entry 1:
A structure of composition C5H7FO4Rb in a non-equilibrium geometry. Source: OMol25; level of theory: wB97M-V/def2-TZVPD.

Structure (XYZ):
```
18
Properties=species:S:1:pos:R:3:forces:R:3:lowdin_spin:R:1
Rb -5.1057 -3.1568 0.9808 1.1 0.1 -0.1 0.0007
F 1.2663 2.2640 -0.9079 -1.5 1.3 -0.1 0.0012
O -0.5213 2.8132 -2.1568 0.8 0.6 0.8 0.0001
O -1.4375 -3.7896 0.6209 0.5 -0.4 0.5 0.0020
O -1.4778 -1.6060 0.9206 0.5 0.6 0.5 0.0043
O 0.4401 -2.6434 0.3589 1.4 -0.3 -0.1 0.0252
C 0.9824 -1.3723 0.0100 -0.3 0.6 0.2 0.1144
C -0.0042 2.9009 -1.0913 0.3 -2.4 -0.8 0.0000
C -0.6012 3.3249 0.2031 0.3 0.2 0.4 0.0000
C 2.4244 -1.4730 -0.3066 0.0 -0.4 -0.2 0.7232
C -0.8576 -2.6781 0.7104 -3.2 0.0 -1.0 0.0020
H 0.4319 -0.9574 -0.8499 0.1 -0.1 0.3 0.0044
H -1.6753 3.4991 0.0837 0.4 0.2 -0.1 0.0000
H 0.8304 -0.6756 0.8564 -0.1 -0.1 -0.2 0.0318
H -0.0633 4.2133 0.5615 -0.3 -0.2 0.0 0.0000
H 2.7856 -1.0908 -1.2629 0.1 -0.1 0.5 0.0479
H -0.4732 2.5276 0.9467 0.2 0.2 -0.3 0.0000
H 3.0560 -2.1001 0.3224 -0.1 0.2 -0.3 0.0428
```
Positions in Å, forces in eV/Å.

Calculated values
Energy relative to the best compared isomer or geometry (same formula, charge and spin) in eV: 0.000
2S+1: 2
HOMO level (alpha / beta) in eV: -7.105 / -7.101
Gap between HOMO and LUMO (alpha / beta) in eV: 5.70 / 5.70
Max |F| in eV Å⁻¹: 3.3

***

Entry 2:
A structure of composition C48H48NP2PrS3Te in a non-equilibrium geometry. Source: OMol25; level of theory: wB97M-V/def2-TZVPD.

Structure (XYZ):
```
104
Properties=species:S:1:pos:R:3:forces:R:3:lowdin_spin:R:1
Pr 0.2961 -0.0817 0.2316 1.3 1.2 0.2 2.0468
Te -2.1190 0.2799 -1.8694 -1.2 -0.5 -1.1 -0.0056
S 0.7078 -1.5984 2.6497 0.7 -0.8 0.7 -0.0023
S -2.1027 -2.0301 1.0191 0.6 -0.3 0.7 -0.0032
S -0.9428 0.8877 2.7613 -0.9 1.0 -0.2 -0.0032
P 2.9464 -1.7087 0.0106 0.8 0.8 -1.3 -0.0039
P -0.2249 3.1590 0.4981 1.2 0.7 -0.1 -0.0035
N 2.3385 1.1778 -0.4968 -0.6 0.2 0.9 -0.0092
C 0.2714 5.7296 3.7493 0.0 -0.6 -1.0 0.0000
C 4.4359 -1.8020 1.0114 -0.5 -0.3 0.6 -0.0013
C -4.8799 0.3410 -0.4825 1.3 0.8 1.0 -0.0003
C -6.4808 -1.4413 -0.4558 -0.4 1.1 0.6 -0.0004
C 2.3426 -3.5644 -1.9861 0.6 -0.1 1.8 -0.0003
C 5.6092 -2.3473 0.4639 0.2 0.4 0.6 -0.0003
C 2.2288 2.5247 -2.3448 0.3 -0.5 0.8 -0.0018
C 3.3254 -4.4511 0.1055 -0.2 0.7 -1.4 -0.0003
C 4.3547 -1.3811 2.3224 0.6 1.1 0.6 0.0000
C 0.0756 -1.1260 4.3085 0.1 -1.2 0.0 -0.0007
C 2.6659 -5.9038 -1.7330 -0.1 -1.6 0.5 -0.0004
C -4.1407 -0.3624 -1.4506 0.6 1.1 0.5 -0.0003
C -0.4836 4.2889 1.9032 1.0 -0.1 1.6 -0.0005
C 1.9716 2.4521 -0.9588 0.3 -0.8 -1.8 -0.0025
C -1.1182 3.5020 -2.0856 -0.2 1.0 0.5 -0.0002
C -0.5515 -2.8858 -4.4916 0.3 -1.5 0.4 0.0000
C -6.0133 -0.2146 0.0350 -1.7 -0.3 0.8 0.0001
C 2.9335 -3.3209 -0.6927 -1.4 -2.9 -0.8 0.0000
C 6.7789 -2.2959 1.2119 0.0 0.0 0.1 -0.0001
C -2.6838 0.2820 2.6856 0.4 0.7 0.6 -0.0002
C -1.0464 4.0918 -0.8052 -0.2 0.5 -1.1 -0.0007
C -2.3471 5.4238 -2.9427 0.4 -0.4 -0.5 -0.0001
C 2.2587 -4.8384 -2.5183 0.9 0.1 0.9 0.0000
C -4.6694 -1.4612 -2.0693 0.0 -0.2 -0.3 -0.0004
C -1.3739 -3.3903 2.0412 -0.2 -0.2 -0.1 0.0003
C -5.8319 -2.0059 -1.5025 0.4 -1.4 -1.5 0.0000
C 5.5524 -1.2688 3.0651 -0.6 -1.6 -0.8 0.0000
C 1.5731 3.5053 0.0078 -0.3 -0.6 0.7 -0.0002
C -1.8087 4.1399 -3.1187 -0.2 -0.4 0.4 0.0000
C -0.9091 -2.1583 -3.3747 0.1 0.1 1.4 0.0000
C 2.8712 1.3130 -2.7154 -0.8 -0.5 1.5 -0.0035
C -2.0944 5.4313 3.3934 1.3 -1.2 -0.4 0.0000
C -1.0508 6.0024 4.1118 0.2 0.1 -0.4 -0.0003
C -1.7716 4.5468 2.3369 -1.1 0.9 0.6 -0.0003
C 0.1457 -3.2954 2.3854 -0.8 -0.3 -0.4 0.0007
C -1.7637 -1.0902 -3.4890 -1.1 1.9 -0.6 -0.0002
C -2.0699 6.0901 -1.7533 0.0 0.3 1.1 0.0000
C 3.1789 -5.7248 -0.4328 0.0 -0.3 -0.8 0.0001
C -2.9843 -1.1661 2.3756 -0.3 -0.5 -0.2 -0.0002
C -1.9491 -1.4553 -5.8388 -0.9 0.9 -0.6 0.0000
C 3.6358 -0.7562 -1.4483 1.0 0.6 1.3 0.0007
C 0.5725 4.8534 2.6756 -0.7 0.5 0.2 -0.0003
C -1.1042 -2.5557 -5.7182 0.6 0.0 0.2 0.0000
C -2.3339 -0.6855 -4.7350 1.2 -1.8 0.8 -0.0003
C 6.7291 -1.7311 2.5017 0.2 0.0 -0.6 0.0000
C -1.4762 5.4252 -0.6568 0.4 -0.1 -0.9 -0.0002
C -0.3228 0.3292 4.3329 0.0 -0.2 1.4 0.0000
C 2.9460 0.5290 -1.5292 -1.1 1.6 -2.6 -0.0011
H 0.7506 -3.7075 1.5498 -0.2 0.3 0.6 0.0001
H -1.1772 5.9876 0.2366 -0.6 -0.3 -0.4 0.0000
H 2.0476 -4.9389 -3.5568 -0.6 -0.3 -0.5 0.0000
H -3.0356 0.5117 3.6992 -0.2 -0.1 -0.2 -0.0001
H 7.7364 -2.7205 0.8590 -0.8 0.3 0.1 0.0000
H -6.2005 -2.9492 -1.9080 -0.1 0.3 -0.1 0.0000
H -1.6085 -4.3059 1.4614 0.4 0.4 0.5 0.0000
H -1.9801 3.5547 -4.0227 0.2 0.5 -0.1 0.0000
H -4.5564 1.2998 -0.0075 0.1 -0.8 -0.8 0.0000
H 5.5448 -2.8194 -0.5045 0.3 0.1 -0.2 0.0000
H -2.8743 5.8828 -3.7982 0.3 -0.1 0.8 0.0000
H -4.2208 -1.8043 -3.0188 -0.2 -0.4 0.9 0.0000
H 2.5472 -6.9692 -2.0634 0.3 1.3 0.0 0.0000
H -3.1130 5.5702 3.7043 -0.3 0.2 -0.1 0.0000
H 1.5783 4.5052 -0.4633 0.3 -0.4 0.6 -0.0001
H -1.1080 0.4296 5.1341 0.7 0.3 -0.8 -0.0001
H 3.1196 0.9732 -3.7134 0.3 0.2 0.2 -0.0002
H 2.2588 3.3480 0.8919 -0.8 0.8 -0.8 0.0000
H 5.5298 -1.1349 4.1195 0.0 0.8 0.6 0.0000
H -2.3122 7.1518 -1.5839 -0.1 -0.6 -0.4 0.0000
H -2.3641 -1.1204 -6.8089 0.4 -0.6 0.5 0.0000
H 1.6269 4.6885 2.4465 -0.4 0.0 -0.1 0.0000
H -0.7492 -1.7860 4.5848 -0.2 0.1 -0.4 0.0000
H 2.0430 3.3417 -3.0264 0.0 0.2 0.3 -0.0001
H 3.5848 -1.2260 -2.4085 -0.1 -0.7 -0.3 0.0000
H -4.0164 -1.2582 2.0475 -0.3 0.3 0.2 -0.0001
H 0.3000 -3.8959 3.2936 0.3 0.2 -0.3 0.0000
H 1.8829 -2.7925 -2.5687 0.3 0.8 -0.2 0.0000
H -6.6152 0.2798 0.8316 0.7 -0.2 -0.7 0.0000
H -3.2034 0.9950 2.0274 0.3 -0.3 0.0 0.0000
H -0.6045 -2.4201 -2.3446 0.2 -0.1 -0.8 0.0001
H 3.5622 -6.6300 0.0519 -0.3 0.5 0.2 0.0000
H -7.4234 -1.8326 -0.0948 0.2 -0.2 0.1 0.0000
H -0.8140 -3.1915 -6.5387 -0.2 0.2 -0.4 0.0000
H 3.8370 -4.3033 1.0510 -0.2 0.0 0.0 0.0000
H -0.5257 2.6142 -2.2650 -0.4 -0.1 -0.1 0.0001
H -2.9024 -1.8132 3.2614 0.1 0.4 -0.3 0.0000
H 3.3841 -1.0338 2.7356 0.9 -0.3 -0.3 0.0000
H 4.7198 -0.5174 -1.2694 -0.8 -0.6 0.1 0.0001
H -1.9808 -3.4119 2.9731 0.5 -0.2 -0.7 0.0000
H -1.2748 6.7065 4.9028 0.1 -0.1 0.1 0.0000
H 1.0965 6.2419 4.2276 -0.1 -0.1 0.2 0.0000
H 0.8419 -1.3797 5.0466 0.1 0.3 -0.2 -0.0001
H 0.5604 0.9500 4.6210 -0.8 -0.2 -0.4 0.0000
H 7.6501 -1.6733 3.0584 0.1 -0.1 0.2 0.0000
H -3.1040 0.0675 -4.8079 0.3 0.3 0.0 -0.0001
H -2.6097 4.1429 1.7968 -0.2 -0.3 -0.3 0.0000
H 0.0742 -3.8142 -4.3387 -0.7 1.3 -0.5 0.0000
```
Positions in Å, forces in eV/Å.

Calculated values
Energy relative to the best compared isomer or geometry (same formula, charge and spin) in eV: 0.000
Net charge: +2
2S+1: 3
HOMO level (alpha / beta) in eV: -11.611 / -11.621
Gap between HOMO and LUMO (alpha / beta) in eV: 5.65 / 5.75
Max |F| in eV Å⁻¹: 3.3

***

Entry 3:
A structure of composition C16H22CaN6O3S2 in a non-equilibrium geometry. Source: OMol25; level of theory: wB97M-V/def2-TZVPD.

Structure (XYZ):
```
50
Properties=species:S:1:pos:R:3:forces:R:3:nbo_charge:R:1
Ca -6.7628 4.4178 -17.7847 0.0 0.0 -0.7 1.8008
S -1.9289 -1.4426 -12.4673 -0.8 -1.3 0.1 2.3698
S -4.5329 5.3243 -19.0231 0.1 -0.4 -0.4 -0.4071
O -1.4553 -0.7788 -13.6679 0.0 0.0 0.1 -1.0002
O -2.8192 -2.5982 -12.7072 0.9 0.3 0.0 -1.0119
O -0.9259 -1.6137 -11.4282 -0.7 0.3 -0.3 -0.9737
N -6.0811 3.3887 -15.8207 0.2 0.3 0.0 -0.6515
N -8.8028 3.0424 -18.1909 -0.2 0.5 0.4 -0.5487
N -5.4542 2.8090 -20.0223 0.7 1.7 0.5 -0.4876
N -3.5387 -0.3024 -10.5842 -1.4 0.6 0.8 -0.3898
N -3.8016 0.3119 -12.8462 -1.7 1.1 -0.1 -0.4205
N -8.3797 6.0110 -18.9568 -0.3 -0.2 0.7 -0.5354
C -7.6872 6.9147 -19.8843 0.1 0.1 -0.3 -0.4297
C -4.5510 0.5244 -10.2699 0.7 -0.9 0.3 0.0738
C -9.3142 2.4458 -16.9257 -0.3 -0.3 -0.2 -0.4297
C -5.2424 1.2714 -11.2031 -0.1 0.1 -0.4 -0.3016
C -3.3008 -0.3924 -11.8676 3.1 -0.4 -0.4 0.1699
C -6.3900 2.7664 -13.5431 -0.1 0.2 -0.2 -0.2293
C -4.9874 2.5955 -15.9017 -0.2 0.3 -0.1 0.0309
C -4.7866 1.1552 -12.5220 0.6 -0.9 1.2 0.1624
C -8.2957 2.0166 -19.1124 0.0 -0.4 0.0 -0.4509
C -4.9923 3.8524 -19.7155 -0.6 -1.0 0.1 -0.0050
C -4.5343 1.8556 -14.8410 -0.4 0.4 0.4 -0.1904
C -9.2089 5.0398 -19.7033 -0.2 -0.1 -0.2 -0.2529
C -9.8134 3.9293 -18.8246 -0.1 0.3 0.3 -0.2437
C -9.1726 6.7957 -17.9637 0.1 -0.1 -0.4 -0.4397
C -5.2519 1.9580 -13.6298 -0.5 0.2 -0.9 0.0296
C -6.7476 3.5005 -14.6677 0.4 -0.7 0.4 0.0301
H -7.0553 6.3250 -20.5656 -0.3 0.2 0.2 0.2284
H -8.5728 4.5865 -20.4896 -0.3 0.3 0.3 0.2202
H -4.7620 0.5441 -9.2088 -0.3 0.3 0.0 0.1995
H -10.0533 5.5679 -20.2073 0.4 -0.3 0.2 0.2042
H -7.8240 2.4678 -19.9948 -0.2 -0.1 0.3 0.2347
H -8.3934 7.5335 -20.4759 0.2 -0.3 0.3 0.1907
H -9.5896 6.1360 -17.1809 0.2 0.3 -0.4 0.1967
H -10.0098 7.3399 -18.4563 0.4 -0.3 0.3 0.2036
H -8.5400 1.8015 -16.4605 -0.4 0.4 -0.4 0.2280
H -9.0846 1.3162 -19.4442 0.1 0.2 0.2 0.1980
H -6.0832 1.8945 -10.9101 0.3 0.0 0.0 0.2097
H -9.5765 3.2495 -16.2128 0.1 -0.3 -0.3 0.1963
H -8.4991 7.5301 -17.4913 -0.3 -0.3 -0.2 0.2188
H -10.5323 3.3541 -19.4417 0.3 0.1 0.3 0.2127
H -7.5181 1.4382 -18.5899 -0.2 0.1 -0.3 0.2248
H -4.4625 2.6082 -16.8578 -0.1 -0.1 0.1 0.2171
H -7.0045 2.8096 -12.6344 0.4 0.1 -0.5 0.2338
H -10.2357 1.8315 -17.0942 0.7 0.4 0.0 0.2036
H -10.3841 4.4293 -18.0142 0.2 -0.5 -0.4 0.2048
H -7.5842 4.1892 -14.6521 -0.1 -0.1 0.0 0.1837
H -7.0169 7.5707 -19.3181 -0.2 -0.1 -0.1 0.2172
H -3.6638 1.2094 -14.8903 -0.1 0.1 0.0 0.3052
```
Positions in Å, forces in eV/Å.

Calculated values
Energy relative to the best compared isomer or geometry (same formula, charge and spin) in eV: 0.000
2S+1: 1
HOMO level in eV: -7.129
Gap between HOMO and LUMO in eV: 5.79
Max |F| in eV Å⁻¹: 3.2

***

Entry 4:
The ion C2H6N2P with charge +1 in a non-equilibrium geometry. Source: OMol25; level of theory: wB97M-V/def2-TZVPD.

Structure (XYZ):
```
11
Properties=species:S:1:pos:R:3:forces:R:3:nbo_charge:R:1
P 1.1662 1.0517 0.5436 1.3 -0.2 -0.5 0.9075
N -0.8326 -0.6433 0.1545 1.9 0.3 -1.1 -0.4558
N 0.8349 0.5725 -1.0842 -5.6 -3.9 1.3 -0.9076
C 0.3550 -0.4781 1.0723 -2.5 1.5 1.8 -0.5503
C -0.6428 -0.2212 -1.0282 5.2 3.7 -0.7 0.4212
H -1.7223 -1.0115 0.3576 -1.1 -0.9 0.9 0.4533
H 0.0171 1.7410 0.6776 -1.3 1.3 0.5 -0.0882
H -0.0150 -0.5421 2.1090 0.1 0.6 -0.4 0.2709
H -1.3316 -0.1673 -1.8725 0.2 -0.4 0.3 0.2635
H 1.0537 -1.2203 1.0276 1.5 -2.6 -0.9 0.2529
H 1.1174 0.9185 -1.9574 0.3 0.7 -1.1 0.4326
```
Positions in Å, forces in eV/Å.

Calculated values
Energy relative to the best compared isomer or geometry (same formula, charge and spin) in eV: 1.672
Net charge: +1
SMILES: C1=[NH+]CPN1
2S+1: 1
HOMO level in eV: -14.635
Gap between HOMO and LUMO in eV: 9.65
Max |F| in eV Å⁻¹: 7.0

***

Entry 5:
The ion C6H12N6S with charge +2 in a non-equilibrium geometry. Source: OMol25; level of theory: wB97M-V/def2-TZVPD.

Structure (XYZ):
```
25
Properties=species:S:1:pos:R:3:forces:R:3:nbo_charge:R:1
S 3.4685 -1.4822 -0.1478 -0.4 0.5 0.0 0.1870
N 0.3922 -2.0057 -0.0157 -0.1 -0.2 -0.4 -0.4036
N 2.4495 0.9612 0.1473 0.3 0.5 0.2 -0.5709
N 0.9277 -0.8461 0.5657 2.4 1.0 -0.5 -0.2614
N 1.7396 3.1135 -0.2748 0.2 -0.1 0.0 -0.6625
N -1.7572 -2.8154 -0.5498 -0.1 -0.1 0.1 -0.7309
N -1.3115 -0.6615 0.2966 0.5 -0.4 0.0 -0.3731
C 1.4903 1.8388 -0.1225 -0.4 0.3 -0.1 0.5893
C -2.6577 -0.1352 0.3150 -0.5 0.1 -0.2 -0.4365
C -0.9424 -1.8875 -0.0965 0.4 0.4 0.0 0.6695
C 2.2878 -0.4285 0.1474 -2.1 -2.1 0.5 0.1408
C 0.0960 1.3226 -0.2874 -0.2 -0.3 0.1 -0.5141
C -0.1463 0.1257 0.6644 -0.1 0.6 0.2 0.1421
H -2.6778 0.7543 0.9392 0.0 0.0 0.1 0.2457
H -0.2348 0.4875 1.7028 -0.1 -0.1 -0.3 0.2309
H 1.0053 3.7721 -0.5057 0.0 -0.1 0.1 0.4506
H -2.7563 -2.6690 -0.5600 0.1 0.0 0.0 0.4450
H -1.4171 -3.7216 -0.8360 0.0 0.0 0.0 0.4495
H -0.0202 0.9848 -1.3247 0.1 0.0 0.0 0.2811
H 0.9420 -2.8542 0.0047 0.0 0.0 0.2 0.4651
H -2.9939 0.1315 -0.6890 0.0 0.0 0.0 0.2334
H 3.4224 1.2610 0.1959 -0.1 -0.1 0.0 0.4628
H 2.6745 3.5025 -0.2081 0.0 -0.1 0.0 0.4451
H -0.6355 2.1118 -0.1097 0.1 0.0 0.0 0.2716
H -3.3453 -0.8602 0.7487 0.0 0.0 0.1 0.2434
```
Positions in Å, forces in eV/Å.

Calculated values
Energy relative to the best compared isomer or geometry (same formula, charge and spin) in eV: 0.000
Net charge: +2
SMILES: CN1C(=[NH2+])NN2C(=S)NC(=[NH2+])C[C@@H]12
2S+1: 1
HOMO level in eV: -16.278
Gap between HOMO and LUMO in eV: 8.47
Max |F| in eV Å⁻¹: 2.9

***

The lowest max |F| belongs to which entry?
C6H12N6S

***

Number 4 is which compound?
C2H6N2P